{
  "formula": "C48H123NO14",
  "method": "ωB97M-V with the def2-TZVPD basis set",
  "symbols": ["C", "C", "C", "O", "H", "H", "H", "H", "H", "H", "H", "H", "C", "C", "C", "O", "H", "H", "H", "H", "H", "H", "H", "H", "C", "C", "C", "O", "H", "H", "H", "H", "H", "H", "H", "H", "C", "C", "C", "O", "H", "H", "H", "H", "H", "H", "H", "H", "C", "C", "C", "O", "H", "H", "H", "H", "H", "H", "H", "H", "C", "C", "C", "O", "H", "H", "H", "H", "H", "H", "H", "H", "C", "C", "C", "O", "H", "H", "H", "H", "H", "H", "H", "H", "C", "C", "C", "O", "H", "H", "H", "H", "H", "H", "H", "H", "C", "C", "C", "O", "H", "H", "H", "H", "H", "H", "H", "H", "C", "C", "C", "O", "H", "H", "H", "H", "H", "H", "H", "H", "C", "C", "C", "O", "H", "H", "H", "H", "H", "H", "H", "H", "C", "C", "C", "O", "H", "H", "H", "H", "H", "H", "H", "H", "C", "C", "C", "O", "H", "H", "H", "H", "H", "H", "H", "H", "C", "C", "C", "C", "C", "C", "N", "O", "C", "C", "C", "H", "H", "H", "H", "H", "H", "H", "H", "H", "H", "H", "H", "H", "H", "H", "H", "H", "H", "H"],
  "coordinates": [[3.924, 2.333, -2.705], [3.625, 3.689, -3.305], [4.743, 4.708, -3.035], [3.486, 3.558, -4.724], [4.223, 2.410, -1.658], [4.665, 1.733, -3.240], [3.025, 1.710, -2.770], [2.706, 4.144, -2.938], [5.512, 4.605, -3.808], [5.252, 4.549, -2.083], [4.409, 5.741, -3.117], [4.270, 3.119, -5.068], [-1.061, 4.988, -2.634], [-2.382, 5.597, -3.083], [-3.597, 4.826, -2.582], [-2.458, 6.960, -2.648], [-0.968, 3.960, -2.993], [-0.966, 4.929, -1.545], [-0.253, 5.616, -3.010], [-2.398, 5.627, -4.175], [-3.532, 4.583, -1.519], [-3.650, 3.869, -3.116], [-4.511, 5.379, -2.788], [-2.197, 7.043, -1.725], [0.290, -2.338, 6.300], [1.143, -2.763, 5.116], [2.010, -1.623, 4.617], [2.095, -3.743, 5.621], [-0.340, -3.176, 6.624], [-0.447, -1.577, 6.025], [0.899, -2.050, 7.154], [0.521, -3.189, 4.331], [1.352, -0.773, 4.400], [2.477, -1.915, 3.678], [2.722, -1.275, 5.362], [1.717, -4.616, 5.478], [-4.309, 4.247, 1.392], [-4.204, 5.083, 2.666], [-3.781, 4.170, 3.824], [-3.194, 6.082, 2.481], [-4.788, 4.854, 0.614], [-4.990, 3.393, 1.477], [-3.346, 3.889, 1.036], [-5.200, 5.456, 2.922], [-2.783, 3.763, 3.643], [-4.490, 3.384, 4.071], [-3.689, 4.816, 4.706], [-2.431, 5.809, 3.012], [-1.161, -5.337, -2.246], [-0.544, -3.995, -2.623], [0.098, -4.048, -4.001], [-1.597, -2.996, -2.623], [-1.882, -5.214, -1.439], [-0.389, -6.017, -1.868], [-1.642, -5.821, -3.096], [0.221, -3.689, -1.908], [0.265, -3.082, -4.476], [-0.494, -4.681, -4.673], [1.062, -4.567, -3.969], [-2.064, -3.092, -3.464], [1.481, -0.157, -4.954], [0.290, 0.010, -5.883], [-0.924, 0.557, -5.169], [0.676, 0.843, -6.971], [2.405, -0.442, -5.460], [1.388, -0.935, -4.187], [1.663, 0.785, -4.422], [0.025, -0.976, -6.275], [-1.159, -0.017, -4.275], [-1.778, 0.533, -5.852], [-0.838, 1.619, -4.912], [0.621, 1.762, -6.685], [1.214, 7.442, 3.338], [-0.043, 6.702, 2.906], [0.247, 5.521, 1.992], [-0.774, 6.283, 4.076], [1.053, 8.211, 4.087], [1.698, 7.893, 2.466], [1.953, 6.722, 3.716], [-0.658, 7.409, 2.343], [0.861, 4.782, 2.520], [0.768, 5.891, 1.109], [-0.672, 4.997, 1.727], [-0.167, 5.740, 4.594], [4.444, -3.353, -4.368], [5.108, -2.549, -3.259], [4.116, -1.603, -2.604], [5.662, -3.424, -2.275], [5.106, -4.201, -4.568], [4.256, -2.811, -5.294], [3.498, -3.797, -4.041], [5.945, -1.965, -3.648], [3.240, -2.141, -2.223], [3.794, -0.803, -3.277], [4.513, -1.088, -1.722], [4.938, -4.032, -2.052], [4.595, -6.024, 0.811], [3.365, -5.628, -0.010], [2.757, -4.301, 0.354], [3.750, -5.569, -1.406], [4.874, -7.016, 0.451], [4.284, -6.173, 1.851], [5.397, -5.294, 0.777], [2.619, -6.424, 0.117], [3.512, -3.507, 0.400], [2.234, -4.347, 1.311], [2.043, -3.909, -0.375], [3.932, -6.465, -1.707], [4.376, 1.404, 2.928], [5.434, 0.369, 2.633], [4.880, -0.790, 1.817], [6.489, 1.053, 1.951], [4.014, 1.817, 1.974], [4.764, 2.275, 3.458], [3.455, 1.072, 3.411], [5.791, -0.067, 3.579], [4.603, -0.417, 0.820], [3.986, -1.242, 2.235], [5.678, -1.504, 1.591], [7.227, 0.436, 1.892], [-3.417, -3.918, 1.303], [-2.285, -4.029, 2.305], [-1.162, -4.904, 1.779], [-1.809, -2.721, 2.612], [-4.156, -3.179, 1.615], [-3.930, -4.862, 1.104], [-3.066, -3.604, 0.314], [-2.697, -4.476, 3.212], [-0.441, -5.090, 2.574], [-0.629, -4.419, 0.952], [-1.501, -5.843, 1.337], [-1.815, -2.258, 1.753], [-2.572, 0.345, 6.462], [-2.611, -0.024, 4.990], [-1.292, 0.304, 4.315], [-2.831, -1.464, 4.957], [-1.718, -0.126, 6.951], [-3.472, 0.076, 7.014], [-2.429, 1.427, 6.546], [-3.486, 0.401, 4.485], [-0.411, -0.054, 4.838], [-1.287, 1.385, 4.120], [-1.280, -0.044, 3.273], [-2.279, -1.841, 4.253], [-5.680, -1.229, -2.353], [-5.111, -2.626, -2.132], [-5.752, -3.422, -1.021], [-5.087, -3.361, -3.370], [-6.629, -1.241, -2.905], [-5.008, -0.661, -2.995], [-5.912, -0.738, -1.407], [-4.053, -2.462, -1.915], [-5.263, -4.369, -0.822], [-6.815, -3.611, -1.218], [-5.759, -2.788, -0.131], [-5.977, -3.693, -3.533], [-3.581, 0.271, 0.428], [-2.257, 0.524, -0.301], [-1.854, 1.966, 0.042], [-0.438, 2.313, -0.375], [0.551, 1.294, 0.188], [0.193, -0.170, -0.084], [-1.242, -0.415, 0.159], [-1.618, -1.748, -0.156], [0.644, -0.505, -1.514], [0.908, -1.056, 0.919], [-2.553, 0.470, -1.815], [-4.343, 1.035, 0.268], [-3.354, 0.180, 1.494], [-4.070, -0.651, 0.096], [-2.546, 2.603, -0.512], [-1.961, 2.099, 1.119], [-0.133, 3.283, 0.027], [-0.299, 2.404, -1.454], [0.816, 1.419, 1.242], [1.499, 1.506, -0.327], [1.730, -0.356, -1.532], [0.420, -1.481, -1.935], [0.316, 0.294, -2.186], [0.683, -0.869, 1.969], [0.651, -2.114, 0.784], [1.993, -1.106, 0.769], [-3.467, 1.001, -2.085], [-2.560, -0.533, -2.249], [-1.777, 1.015, -2.364], [-1.712, -1.756, -1.132]],
  "forces_ev_per_a": [[-0.86, -0.57, 0.42], [1.43, 0.51, -0.59], [0.50, -0.09, -0.21], [-0.80, 0.11, -0.01], [-0.01, -0.06, -0.02], [0.33, 0.50, -0.10], [-0.02, 0.08, 0.21], [-0.28, -0.46, -0.04], [0.01, -0.15, 0.06], [-0.23, 0.11, 0.11], [-0.18, -0.04, 0.14], [0.05, 0.01, 0.08], [-0.08, -0.09, -0.07], [-0.02, 0.20, 0.92], [0.21, -0.56, -0.39], [0.00, 0.15, -0.48], [0.13, 0.10, -0.18], [-0.23, 0.17, 0.01], [0.14, -0.22, -0.06], [-0.06, 0.17, 0.05], [0.01, 0.26, 0.03], [-0.08, 0.06, 0.05], [-0.01, 0.04, 0.07], [-0.03, -0.26, 0.04], [-0.98, -0.44, -0.25], [1.09, 0.16, 1.52], [-1.05, 0.32, -0.63], [-0.41, -0.26, -0.65], [0.19, -0.06, 0.03], [0.39, -0.02, 0.18], [0.12, 0.23, -0.10], [0.02, 0.03, -0.21], [0.22, -0.04, -0.13], [0.35, 0.08, 0.13], [0.17, -0.32, 0.05], [0.07, 0.01, 0.15], [-1.01, 0.47, -0.55], [0.83, -1.88, 0.01], [0.14, 1.00, 0.52], [-0.79, -0.07, 0.04], [0.39, 0.06, -0.11], [0.18, -0.04, 0.39], [0.05, 0.15, 0.17], [0.28, 0.71, -0.18], [-0.07, -0.25, -0.13], [-0.03, -0.11, -0.24], [0.02, -0.20, 0.08], [-0.10, 0.30, 0.15], [0.57, -0.20, 0.52], [-0.56, 0.03, -0.71], [0.36, -0.78, -0.35], [0.41, -0.05, -0.16], [-0.05, 0.09, -0.04], [-0.02, 0.00, -0.15], [-0.10, 0.12, -0.03], [-0.34, 0.18, 0.29], [-0.08, 0.13, 0.24], [-0.20, 0.30, -0.02], [0.02, 0.15, 0.20], [-0.13, 0.05, 0.16], [0.53, -0.12, 0.67], [0.60, -0.04, 0.43], [-0.61, 0.26, -0.41], [-0.31, -0.25, -0.26], [-0.16, 0.26, -0.42], [-0.53, 0.10, -0.05], [0.08, -0.02, -0.08], [0.07, 0.14, -0.38], [-0.01, -0.02, 0.03], [-0.05, -0.21, 0.11], [0.41, -0.11, 0.23], [0.07, -0.04, 0.05], [0.69, -0.50, -0.56], [0.19, 0.31, 0.27], [0.08, -0.05, 0.49], [-0.04, 0.02, -0.50], [-0.27, 0.00, 0.01], [-0.11, 0.10, 0.07], [-0.11, 0.07, 0.18], [-0.42, -0.11, 0.37], [0.21, 0.13, -0.13], [-0.01, -0.28, -0.12], [-0.08, 0.22, -0.23], [-0.11, 0.00, 0.03], [0.31, -0.68, 0.03], [-0.29, 0.33, 0.39], [-0.18, 0.53, 0.46], [-0.41, 0.01, -0.29], [-0.02, 0.12, -0.32], [0.09, 0.18, 0.07], [-0.01, 0.20, 0.16], [0.04, -0.13, -0.07], [-0.05, -0.09, -0.31], [-0.16, -0.21, -0.14], [0.37, -0.16, -0.12], [0.27, -0.19, 0.25], [-1.17, -0.36, 0.34], [0.48, -0.18, -0.36], [0.03, 0.84, 0.02], [-0.40, 0.17, 0.14], [0.55, 0.14, 0.01], [0.13, 0.15, 0.00], [0.10, -0.03, -0.24], [-0.04, 0.12, -0.11], [0.14, -0.21, 0.20], [0.14, -0.03, 0.07], [-0.11, -0.48, -0.14], [0.11, 0.04, 0.00], [-0.58, 1.00, -0.78], [-0.52, -0.40, 0.59], [0.40, 0.53, -1.27], [-0.08, -0.41, 0.20], [0.19, -0.12, -0.04], [0.15, -0.23, 0.23], [0.35, -0.46, 0.28], [0.19, 0.29, -0.04], [-0.12, 0.13, 0.16], [0.21, -0.20, 0.30], [-0.22, -0.30, 0.38], [0.01, 0.14, -0.10], [-0.35, -0.08, -0.72], [-0.48, -0.29, -0.53], [0.44, 0.04, -0.34], [0.11, -0.05, -0.29], [0.00, -0.07, 0.18], [0.04, -0.08, 0.41], [0.22, 0.13, 0.19], [0.18, 0.21, 0.23], [0.09, -0.18, -0.03], [-0.08, 0.30, 0.16], [-0.20, -0.11, 0.42], [0.22, 0.11, 0.36], [0.12, 0.74, -0.06], [0.07, -1.96, 0.59], [-0.88, 1.10, -1.36], [0.28, 0.43, 0.07], [-0.06, -0.08, -0.07], [-0.09, -0.09, -0.20], [-0.08, 0.01, 0.12], [0.31, 0.44, -0.04], [-0.17, 0.26, 0.10], [0.47, 0.06, 0.60], [0.02, -0.56, 0.18], [-0.34, 0.01, -0.14], [-0.86, -0.24, -0.33], [0.42, 0.09, -0.65], [-0.70, 0.65, 0.19], [0.06, 0.04, 0.20], [0.00, -0.34, 0.11], [0.10, 0.18, 0.33], [0.40, 0.22, -0.06], [0.06, -0.31, 0.23], [0.15, 0.02, -0.03], [0.10, -0.06, -0.23], [0.19, -0.28, 0.16], [0.03, 0.05, -0.03], [0.01, -0.85, 0.36], [-1.00, 0.56, -0.75], [0.42, -0.25, -0.50], [0.48, -0.09, 0.81], [0.62, 0.14, -0.45], [-0.19, -0.71, -0.13], [-0.37, 0.57, 0.90], [0.24, 0.78, -0.57], [0.73, 1.06, -0.09], [0.78, -1.48, -0.03], [0.93, 0.48, -0.55], [0.36, 0.37, -0.05], [-0.26, 0.02, 0.04], [0.32, -0.12, 0.11], [-0.18, 0.11, 0.35], [-0.08, 0.17, 0.05], [-0.24, 0.08, -0.06], [-0.23, -0.20, -0.04], [-0.62, 0.19, 0.11], [0.05, -0.31, 0.12], [0.02, -0.39, 0.02], [-0.25, -0.04, 0.23], [-0.37, -0.31, -0.16], [-0.06, 0.48, -0.09], [-0.38, 0.16, -0.18], [-0.02, 0.63, 0.06], [-0.21, -0.27, 0.28], [-0.28, -0.02, 0.11], [0.04, -0.14, 0.06], [0.08, -0.65, 0.33]],
  "e_above_lowest_ev": 0.162,
  "charge": 0,
  "e_homo_ev": -8.847,
  "e_tot_ev": -81924.581
}